# 1
The following is a DFT calculation (the ωB97M-V functional and the def2-TZVPD basis) of the molecule C13H11N5O3 in a non-equilibrium geometry.

```
32
Properties=species:S:1:pos:R:3:nbo_charge:R:1
O 3.2899 -1.0315 -3.0180 -0.375
O 3.5048 -3.1672 -3.0416 -0.382
O 4.0273 0.9325 0.9535 -0.515
N 2.7334 0.5921 0.7906 -0.079
N -3.4896 1.9036 -1.9392 -0.289
N -1.7498 1.2176 1.2056 -0.166
N -1.5252 0.0428 0.6284 -0.243
N 2.9790 -2.1447 -2.6538 0.519
C 0.3514 -1.2328 -0.1998 0.006
C -0.2195 -0.0533 0.4396 0.124
C -3.5225 2.2708 -0.8589 0.268
C 1.3936 -1.1212 -1.1111 -0.182
C 1.8276 1.4360 1.0492 -0.004
C 1.9023 -2.2666 -1.7026 0.075
C -3.5560 2.7373 0.5076 -0.517
C -0.1819 -2.4920 0.0742 -0.159
C -3.0936 1.6400 1.4817 -0.194
C 0.3390 -3.6281 -0.5217 -0.219
C 1.3938 -3.5267 -1.4091 -0.198
C 0.4295 1.1166 0.9315 -0.173
C -0.6081 1.9015 1.4059 -0.021
H 2.0599 2.4487 1.4145 0.158
H -3.7261 0.7554 1.3784 0.245
H 1.8135 -0.1637 -1.3704 0.256
H -1.0088 -2.5655 0.7632 0.225
H 1.8224 -4.3951 -1.8850 0.247
H 4.1321 1.8568 1.2599 0.438
H -3.1577 2.0175 2.5073 0.214
H -0.5944 2.8653 1.8755 0.216
H -0.0790 -4.5965 -0.2929 0.221
H -4.5791 3.0351 0.7503 0.258
H -2.9080 3.6150 0.5874 0.248
```

Computed properties:
energy relative to the best compared isomer or geometry (same formula, charge and spin)	58.8	kcal/mol
highest occupied orbital energy	-8.84	eV
Kohn-Sham gap	8.71	eV
spin multiplicity	1

# 2
The following is a DFT calculation (the ωB97M-V functional and the def2-TZVPD basis) of a 2-piece molecular cluster, C4H13N2O overall in a non-equilibrium geometry.

```
20
Properties=species:S:1:pos:R:3:nbo_charge:R:1
O 0.8869 1.0031 0.0510 -0.984
N -0.7119 -1.3178 2.5607 -0.864
N 1.3846 2.4636 -1.7897 -0.908
C -0.1888 -1.3865 1.1298 -0.253
C -0.7532 -1.1144 -1.3156 -0.629
C 1.0411 2.3216 -0.3405 0.135
C -1.3212 -1.0365 0.1123 -0.397
H 0.1868 -0.4998 -1.3587 0.277
H 0.0425 -1.2255 3.2573 0.344
H 2.0042 3.2452 -2.0064 0.318
H -2.2268 -1.6439 0.1653 0.158
H 0.5203 -0.5655 0.9841 0.300
H 1.9193 1.6081 -1.9659 0.347
H 1.8524 2.7736 0.2341 0.061
H -1.5484 -0.8450 -1.9923 0.183
H 0.1095 2.9360 -0.1708 0.072
H -1.2546 -2.1508 2.8038 0.328
H 0.2000 -2.4299 0.9280 0.129
H -1.6056 0.0181 0.2894 0.221
H -0.5371 -2.1537 -1.5758 0.160
```

Computed properties:
energy relative to the best compared isomer or geometry (same formula, charge and spin)	24.1	kcal/mol
highest occupied orbital energy	-2.73	eV
net charge	-1
Kohn-Sham gap	6.98	eV
spin multiplicity	1

# 3
The following is a DFT calculation (the ωB97M-V functional and the def2-TZVPD basis) of C19H18BrCoN3O2S as an isolated structure in a non-equilibrium geometry.

```
45
Properties=species:S:1:pos:R:3:nbo_charge:R:1
Br 1.2901 2.8093 3.4236 0.161
Co 0.3927 1.2413 1.1401 1.441
S 2.8602 -0.0678 0.0526 1.263
O 1.8823 0.0963 1.2554 -1.022
O -2.3012 0.3383 6.4568 -0.581
N -0.5515 0.7781 2.7837 -0.676
N -0.6954 2.0365 -0.1414 -0.626
N -1.9375 3.3702 -5.1674 -0.100
C -1.4294 3.8133 -1.5917 -0.164
C 2.0427 -0.8581 -2.4241 -0.230
C -0.0690 1.4938 3.8039 0.150
C -0.6157 1.3808 5.0719 -0.285
C 0.3155 -2.8073 -1.5199 -0.226
C -0.1760 -3.5537 -3.8758 -0.680
C -2.1552 -0.2688 4.1496 -0.297
C -1.5738 2.8654 -2.6531 -0.032
C -1.5646 1.5122 -2.3323 -0.195
C -1.5937 -0.0578 2.9207 0.079
C 3.8980 -1.3752 0.7947 -0.772
C 1.3460 -1.6797 -3.3165 0.092
C -1.1838 1.1284 -1.0408 0.047
C 1.0072 -1.9639 -0.6049 -0.068
C 0.5707 -2.7232 -2.8560 0.117
C -1.6805 0.4059 5.2622 0.431
C -0.9599 3.3429 -0.3742 0.070
C 1.8878 -1.0530 -1.0702 -0.141
C -1.7744 3.1819 -4.0162 0.179
H -2.8557 -1.0519 4.2601 0.256
H 4.6575 -0.7977 1.3453 0.292
H 1.4847 -1.5693 -4.3638 0.259
H -0.9229 0.0621 -0.7204 0.187
H -0.7425 -2.9321 -4.6003 0.291
H 0.3439 -4.1701 -4.5540 0.306
H 2.7798 -0.2147 -2.8518 0.275
H -2.8583 -0.4366 6.5121 0.512
H -0.4015 -3.5857 -1.1204 0.285
H -0.9311 -4.1993 -3.3732 0.264
H -0.6243 3.9913 0.4319 0.244
H 3.2780 -1.9370 1.4974 0.275
H -1.7148 0.8065 -3.1404 0.263
H -1.6216 4.8837 -1.7929 0.295
H 4.4036 -1.9466 0.0022 0.276
H -1.9857 -0.4134 1.9779 0.215
H 0.7237 -1.9654 0.5194 0.279
H -0.2445 2.0903 5.8401 0.290
```

Computed properties:
energy relative to the best compared isomer or geometry (same formula, charge and spin)	34.2	kcal/mol
highest occupied orbital energy (alpha / beta)	-18.15 / -18.18	eV
net charge	+3
Kohn-Sham gap (alpha / beta)	7.89 / 3.78	eV
spin multiplicity	5

# 4
The following is a DFT calculation (the ωB97M-V functional and the def2-TZVPD basis) of a 9-piece molecular cluster, C25H25Cl15N4 overall in a non-equilibrium geometry.

```
69
Properties=species:S:1:pos:R:3:nbo_charge:R:1
Cl -0.7016 4.4674 -3.9162 0.032
Cl -0.3704 0.2127 4.1678 -0.003
Cl -4.6162 -2.6778 1.5140 0.018
Cl -3.2335 0.8421 3.8861 0.017
Cl 3.2851 0.6950 3.9361 0.012
Cl -1.1955 -3.8415 -3.7763 0.011
Cl 2.3250 2.7581 2.1821 0.003
Cl -2.5836 -2.9738 -0.5433 0.025
Cl 1.4431 -5.0074 -3.9346 0.030
Cl -0.3921 3.5794 -6.6464 -0.006
Cl -0.0045 -4.9835 -1.3782 0.013
Cl 0.8047 2.0383 -4.4782 0.026
Cl -2.6810 -0.5318 0.9800 -0.001
Cl -2.0295 0.7517 6.5074 0.022
Cl 3.8358 3.5253 4.5115 0.013
N 4.3187 3.8846 -2.8861 -0.420
N 1.6515 -3.0013 -0.7719 -0.472
N -0.0092 -3.2306 5.8201 -0.409
N -4.1615 1.2014 -2.8138 -0.421
C -1.3076 -3.6442 3.7978 -0.268
C -1.9592 -0.4878 -3.0682 -0.176
C -2.3822 -3.6029 5.9589 -0.280
C -2.9257 1.6467 -2.5647 0.023
C 3.0688 5.6766 -3.8272 -0.280
C -2.4558 -3.6497 4.5635 -0.175
C 1.2150 -2.8571 0.4772 0.050
C 0.3748 3.6629 -5.0330 -0.280
C -0.1253 -3.4608 4.5086 0.036
C -3.2354 -0.9186 -3.3495 -0.270
C 2.9173 -0.9730 -0.5254 -0.247
C 2.4997 -0.8987 0.8038 -0.171
C 2.4907 -2.0856 -1.2601 0.028
C 2.6324 2.3594 3.8950 -0.257
C -1.1607 -3.3732 6.5295 0.025
C -1.9944 0.0597 4.8812 -0.274
C -4.3019 -0.0227 -3.3047 0.015
C 2.6984 5.0007 -1.5595 -0.255
C 3.7238 4.0605 -1.7129 0.042
C 0.3018 -4.1635 -2.9270 -0.290
C -1.7992 0.8503 -2.7099 -0.243
C -3.6631 -1.8571 0.2835 -0.281
C 4.0407 4.6807 -3.9136 0.032
C 1.6296 -1.8295 1.3289 -0.251
C 2.4113 5.8379 -2.6195 -0.173
H -0.8339 1.2685 -2.4732 0.220
H 2.8970 6.4048 -4.6105 0.222
H 4.0671 3.5412 -0.8272 0.195
H 4.4787 4.4604 -4.8789 0.196
H 0.4886 -3.5748 0.8344 0.192
H -1.0815 -1.1144 -3.1215 0.221
H -5.3242 -0.1942 -3.6255 0.202
H 1.2705 -1.7714 2.3462 0.222
H 1.6210 6.5701 -2.5104 0.220
H -3.4108 -3.7379 4.0587 0.222
H 1.7583 2.4542 4.5248 0.241
H -1.0579 -3.2857 7.6038 0.200
H 1.2366 4.2762 -5.2622 0.235
H 2.8163 -0.1194 1.4918 0.224
H -2.2785 -0.9857 4.8897 0.237
H 2.8272 -2.1676 -2.2846 0.192
H 0.8246 -3.2937 4.0092 0.190
H -4.2915 -1.3789 -0.4568 0.237
H -2.8510 2.6228 -2.1000 0.193
H -3.2913 -3.7316 6.5294 0.227
H 0.7520 -3.2253 -2.6143 0.244
H -1.3449 -3.6053 2.7187 0.230
H 2.0421 5.0639 -0.7004 0.220
H 3.6469 -0.2529 -0.8656 0.226
H -3.3405 -1.9426 -3.6884 0.223
```

Computed properties:
highest occupied orbital energy	-9.51	eV
Kohn-Sham gap	9.78	eV
spin multiplicity	1

In eV, the total energy values for the records above are, in order, -27247.34667, -9385.81891, -147033.76731, -220125.45139.